Record 1
This record from the Open Molecules 2025 dataset describes a molecular structure, C25H77AgB2N6O8V in a non-equilibrium geometry. The level of theory is ωB97M-V with the def2-TZVPD basis set.

```
! wB97M-V def2-TZVPD RIJCOSX def2/J DEFGRID3
* xyz 0 2
O 14.3678 -17.9596 -10.0260
V 14.0342 -18.1483 -11.5684
Ag 9.4423 -18.9134 -10.8795
B 12.0922 -19.3835 -11.2278
H 12.3076 -19.1303 -10.2013
H 12.9757 -19.7611 -11.7188
H 11.4350 -20.2357 -11.3061
H 11.6642 -18.5369 -11.7420
B 13.9515 -18.3570 -13.9943
H 12.9738 -18.1600 -13.5826
H 13.8188 -18.3152 -15.0643
H 14.7357 -17.7166 -13.6213
H 14.0796 -19.3562 -13.6076
C 12.4557 -15.4581 -11.0333
O 13.1437 -16.0803 -12.1060
H 11.9192 -14.6251 -11.4875
H 11.8695 -16.1406 -10.4179
H 13.2435 -15.1220 -10.3591
C 6.9401 -20.8243 -11.9308
C 8.0457 -21.5985 -12.7452
C 7.5005 -21.8773 -14.1807
O 7.4301 -20.6456 -14.9774
C 6.6478 -20.7103 -16.1019
N 9.2558 -20.7170 -12.8863
H 6.6736 -19.7924 -12.1599
H 7.3299 -20.8153 -10.9129
H 6.0753 -21.4873 -11.9566
H 8.3455 -22.5418 -12.2886
H 6.5597 -22.4264 -14.1435
H 8.0998 -22.4405 -14.8962
H 6.4302 -21.6964 -16.5124
H 6.8912 -20.0038 -16.8954
H 5.6545 -20.3758 -15.8024
H 10.0838 -21.1535 -13.2657
H 8.9881 -20.0918 -13.6331
C 10.8920 -17.4528 -5.8868
C 10.4598 -18.6098 -6.8763
C 9.1089 -19.3137 -6.6085
O 8.9852 -19.7181 -5.2230
C 9.5371 -21.0027 -4.9253
N 10.2972 -17.9127 -8.1189
H 10.3796 -16.5133 -6.0938
H 11.9481 -17.2037 -5.7839
H 10.6631 -17.7248 -4.8564
H 11.3331 -19.2599 -6.9293
H 8.8734 -20.1503 -7.2663
H 8.2226 -18.6839 -6.6856
H 9.0920 -21.7093 -5.6259
H 9.4513 -21.3192 -3.8859
H 10.6091 -21.0874 -5.1035
H 11.0621 -17.3218 -8.4118
H 9.4404 -17.3789 -8.1514
C 7.8491 -22.8093 -9.0083
C 9.2782 -22.4905 -9.0520
C 10.2095 -23.6123 -9.4566
O 10.0067 -24.8879 -8.8128
C 10.8930 -25.8289 -8.9736
N 9.6820 -21.3549 -9.9874
H 7.4130 -23.3081 -9.8738
H 7.1854 -21.9579 -8.8576
H 7.6413 -23.4792 -8.1739
H 9.6144 -22.2605 -8.0410
H 11.2172 -23.3056 -9.1763
H 10.1803 -23.8287 -10.5245
H 11.8420 -25.3034 -8.8669
H 10.7830 -26.3858 -9.9041
H 10.7972 -26.5233 -8.1389
H 10.6670 -21.1318 -9.9744
H 9.5971 -21.5714 -10.9703
C 9.0049 -14.6379 -11.7454
C 8.7947 -16.1083 -11.2067
C 7.3252 -16.3082 -10.8794
O 7.2847 -17.4058 -9.9086
C 6.0015 -17.7754 -9.3748
N 9.2736 -16.9709 -12.3051
H 8.9388 -13.8423 -11.0033
H 8.1829 -14.4181 -12.4267
H 9.9419 -14.3405 -12.2160
H 9.4801 -16.0105 -10.3649
H 6.6529 -16.6299 -11.6748
H 6.9564 -15.4560 -10.3086
H 6.2288 -18.5685 -8.6625
H 5.3945 -18.1900 -10.1796
H 5.5619 -16.9747 -8.7801
H 8.5687 -16.9873 -13.0282
H 10.0477 -16.5287 -12.7798
C 14.8650 -20.9782 -9.7963
C 15.9709 -20.5548 -10.8074
C 16.7590 -21.6783 -11.4479
O 15.9572 -22.7950 -11.8448
C 16.5657 -23.6361 -12.7840
N 15.5311 -19.6875 -11.8721
H 14.4351 -20.1296 -9.2641
H 15.1628 -21.6302 -8.9751
H 14.0743 -21.4746 -10.3588
H 16.6771 -19.9541 -10.2342
H 17.4483 -22.0403 -10.6850
H 17.3589 -21.3239 -12.2861
H 16.6747 -23.0125 -13.6714
H 16.0339 -24.5814 -12.8918
H 17.6086 -23.7737 -12.4984
H 16.4086 -19.6469 -12.3705
H 15.0593 -20.2340 -12.5783
C 13.8004 -22.5270 -14.3689
C 12.3631 -22.4450 -13.9101
C 12.2043 -23.0149 -12.4679
O 12.3338 -24.4217 -12.3850
C 13.3170 -24.8207 -11.4039
N 11.7268 -21.1100 -13.9056
H 13.8189 -22.2441 -15.4213
H 14.0314 -23.5753 -14.1796
H 14.3928 -21.8877 -13.7143
H 11.7968 -23.1154 -14.5566
H 11.1759 -22.8138 -12.1678
H 12.7934 -22.4536 -11.7426
H 13.2627 -25.8795 -11.1506
H 13.3862 -24.2952 -10.4514
H 14.2981 -24.7627 -11.8752
H 12.2625 -20.6649 -13.1741
H 12.1078 -20.6409 -14.7149
*
```

orbital gap (alpha / beta): 7.78 / 7.89 eV

=====

Record 2
This record from the Open Molecules 2025 dataset describes a single C4H7N3O molecule in a non-equilibrium geometry. The level of theory is ωB97M-V with the def2-TZVPD basis set.

```
! wB97M-V def2-TZVPD RIJCOSX def2/J DEFGRID3
* xyz 0 1
C -0.4404 -1.9918 0.1423
C 1.0267 0.9242 -0.4406
C 0.1865 -0.7714 0.7440
C -0.2648 1.6884 -0.4914
O 2.0158 1.5694 -1.0609
N 1.2525 -0.2211 0.1003
N -0.1903 -0.2591 1.8661
N -1.3004 1.2005 -1.0932
H 2.8090 1.0120 -0.9918
H -0.9751 -0.8021 2.2400
H -2.0758 1.8694 -1.0186
H -0.2543 2.6705 0.0062
H -0.0906 -2.8764 0.6812
H -1.5286 -1.9289 0.2294
H -0.1703 -2.0837 -0.9131
*
```

orbital gap: 10.40 eV
SMILES: [H]/N=C/C(O)=N\C(C)=N\[H]
energy relative to the best compared isomer or geometry (same formula, charge and spin): 144.6 kJ/mol

=====

Record 3
This record from the Open Molecules 2025 dataset describes a molecular structure, C2H8ClCrO2 in a non-equilibrium geometry. The level of theory is ωB97M-V with the def2-TZVPD basis set.

```
! wB97M-V def2-TZVPD RIJCOSX def2/J DEFGRID3
* xyz 1 5
Cr -14.1409 3.2334 -19.3888
Cl -16.1365 3.0537 -18.0230
C -17.6665 3.4049 -14.1659
O -18.4725 2.7738 -15.1483
H -17.4579 4.4594 -14.3942
H -18.1638 3.4077 -13.2009
H -16.6744 2.9440 -14.1372
H -17.8924 2.5595 -15.8813
C -17.7497 6.5460 -18.7932
O -18.4233 5.3479 -18.4318
H -17.3229 6.4367 -19.7972
H -18.3808 7.4308 -18.8053
H -16.9456 6.7545 -18.0793
H -17.7321 4.7276 -18.1826
*
```

orbital gap (alpha / beta): 3.11 / 4.58 eV

=====

Record 4
This record from the Open Molecules 2025 dataset describes a molecular structure, C27H18MoN6S in a non-equilibrium geometry. The level of theory is ωB97M-V with the def2-TZVPD basis set.

```
! wB97M-V def2-TZVPD RIJCOSX def2/J DEFGRID3
* xyz 2 1
Mo 0.5294 -0.1143 0.1687
C -1.3549 -3.0371 2.7562
C -2.6001 -3.2803 2.1706
C -3.0156 -2.4865 1.1298
C -2.1956 -1.4569 0.6588
N -0.9728 -1.2544 1.2050
C -0.5820 -2.0268 2.2504
N -2.7360 -0.6580 -0.3386
C -2.2141 0.4075 -0.7943
N -0.9197 0.9270 -0.5079
C -0.8791 2.2987 -0.8578
N -0.0180 3.1491 -0.4700
C 0.9334 2.8943 0.5002
C 1.7108 3.9847 0.8962
C 2.5952 3.8584 1.9394
C 2.6863 2.6371 2.6067
C 1.9148 1.5939 2.1677
N 1.0689 1.6906 1.1131
C -2.0781 2.5526 -1.6689
C -2.4776 3.7005 -2.3253
C -3.7110 3.6611 -2.9695
C -4.5137 2.5216 -2.9312
C -4.1137 1.3777 -2.2465
C -2.8772 1.4177 -1.6312
H -1.0004 -3.6130 3.5983
H -3.2377 -4.0704 2.5426
H -3.9792 -2.6094 0.6585
H 0.3904 -1.7990 2.6793
H 1.5649 4.9171 0.3706
H 3.1927 4.7029 2.2549
H 3.3407 2.5003 3.4550
H 1.9529 0.6229 2.6512
H -1.8580 4.5853 -2.3396
H -4.0583 4.5335 -3.5046
H -5.4681 2.5308 -3.4382
H -4.7374 0.4969 -2.2009
S 4.7287 -1.2498 -0.0932
C 4.7274 0.4287 -0.4566
C 3.4808 0.9362 -0.6402
C 2.4677 -0.0684 -0.5084
C 3.0334 -1.3033 -0.2034
C 2.2005 -2.4926 -0.3055
C 2.6190 -3.8147 -0.2303
C 1.7114 -4.8111 -0.5284
C 0.4133 -4.4668 -0.8942
C 0.0493 -3.1372 -0.8898
N 0.9205 -2.1630 -0.5869
H 5.6658 0.9574 -0.5067
H 3.2989 1.9726 -0.8810
H 3.6432 -4.0488 0.0263
H 2.0132 -5.8488 -0.4985
H -0.3055 -5.2176 -1.1874
H -0.9500 -2.8289 -1.1644
*
```

orbital gap (alpha / beta): 6.39 / 6.39 eV

=====

- What is the formula in the first record?
  C25H77AgB2N6O8V